[1]
{"formula": "C23H15CdN2O", "method": "wB97M-V/def2-TZVPD", "total_charge": 1, "orbital_gap_ev": 7.906, "lumo_ha": -0.121, "e_homo_ev": -11.19, "relative_energy_kcal_mol": 6.79, "species": ["Cd", "C", "C", "C", "C", "C", "C", "C", "C", "C", "C", "C", "C", "C", "C", "C", "N", "H", "H", "H", "H", "H", "H", "H", "H", "H", "H", "O", "C", "N", "C", "C", "C", "C", "C", "C", "C", "H", "H", "H", "H", "H"], "xyz": [[-0.075249, -0.116997, -0.003446], [4.334876, -0.396374, -0.004103], [4.703339, 0.937207, -0.002257], [3.736788, 1.929420, -0.000921], [2.376810, 1.607699, -0.001455], [2.016292, 0.257968, -0.003400], [2.986106, -0.733440, -0.004661], [1.336187, 2.680507, 0.000075], [1.707639, 4.046569, 0.001003], [0.753886, 5.017783, 0.002128], [-0.610491, 4.666655, 0.002351], [-1.654009, 5.617711, 0.003469], [-2.958184, 5.213202, 0.003697], [-3.268514, 3.840480, 0.002832], [-2.276659, 2.899928, 0.001720], [-0.918229, 3.284658, 0.001385], [0.059285, 2.332011, 0.000339], [5.088914, -1.173245, -0.005093], [5.749745, 1.211953, -0.001851], [4.071051, 2.956864, 0.000615], [2.707776, -1.780084, -0.006062], [2.748297, 4.325349, 0.000709], [1.034628, 6.063966, 0.002840], [-1.402099, 6.670910, 0.004190], [-3.757817, 5.941188, 0.004582], [-4.305460, 3.530308, 0.003083], [-2.511247, 1.847945, 0.001131], [-3.414777, -1.434703, -0.019159], [-2.621411, -0.648854, -0.017604], [-0.539415, -2.569864, 0.002919], [-0.378844, -3.708183, 0.002886], [-0.187762, -5.115353, 0.001986], [-0.090883, -5.800507, 1.216560], [0.099457, -7.168874, 1.207430], [0.194412, -7.852309, 0.001583], [0.098064, -7.168674, -1.204010], [-0.092283, -5.800291, -1.212728], [-0.168657, -5.257012, 2.148646], [0.174016, -7.703772, 2.144191], [0.343451, -8.923550, 0.001439], [0.171539, -7.703452, -2.140926], [-0.171107, -5.256782, -2.144715]], "forces_ev_per_a": [[0.1, 0.1, 0.0], [0.0, -0.1, 0.0], [0.0, 0.0, 0.0], [-0.1, 0.1, 0.0], [0.2, -0.2, 0.0], [-0.3, -0.2, 0.0], [0.2, 0.1, 0.0], [-0.2, 0.0, 0.0], [0.0, 0.1, 0.0], [0.1, 0.0, 0.0], [-0.1, -0.3, 0.0], [0.0, 0.0, 0.0], [0.0, 0.1, 0.0], [0.0, -0.1, 0.0], [0.1, 0.1, 0.0], [0.0, 0.3, 0.0], [0.0, -0.1, 0.0], [0.0, 0.0, 0.0], [0.0, 0.0, 0.0], [0.0, 0.0, 0.0], [0.0, 0.0, 0.0], [0.0, 0.0, 0.0], [0.0, 0.0, 0.0], [0.0, 0.0, 0.0], [0.0, 0.0, 0.0], [0.0, 0.0, 0.0], [-0.1, 0.0, 0.0], [-0.3, 0.2, 0.0], [0.3, -0.3, 0.0], [0.1, 0.2, 0.0], [0.0, 0.4, 0.0], [0.1, -0.6, 0.0], [0.0, 0.2, 0.0], [0.0, -0.1, 0.0], [0.0, 0.1, 0.0], [0.0, -0.1, 0.0], [0.0, 0.2, 0.0], [0.0, 0.0, 0.0], [0.0, 0.0, 0.0], [0.0, 0.0, 0.0], [0.0, 0.0, 0.0], [0.0, 0.0, 0.0]]}

[2]
{"formula": "C24H38Br4InNO18", "method": "wB97M-V/def2-TZVPD", "total_charge": 2, "orbital_gap_ev": 1.486, "lumo_ha": -0.460, "e_homo_ev": -14.01, "species": ["In", "N", "O", "O", "O", "Br", "C", "C", "Br", "H", "H", "H", "H", "Br", "C", "C", "Br", "H", "H", "H", "H", "C", "C", "C", "O", "C", "O", "O", "H", "H", "H", "H", "H", "H", "C", "C", "C", "O", "C", "O", "O", "H", "H", "H", "H", "H", "H", "C", "C", "C", "O", "C", "O", "O", "H", "H", "H", "H", "H", "H", "C", "C", "C", "O", "C", "O", "O", "H", "H", "H", "H", "H", "H", "C", "C", "C", "O", "C", "O", "O", "H", "H", "H", "H", "H", "H"], "xyz": [[7.110394, 6.897438, 32.317774], [6.509968, 6.634883, 28.793564], [5.503484, 6.943577, 29.469230], [7.622601, 6.741052, 29.350151], [6.408703, 6.288757, 27.617327], [12.030839, 10.518088, 28.924123], [12.000099, 8.836535, 29.959588], [10.888905, 7.945222, 29.453469], [11.504045, 7.049013, 27.815475], [11.787218, 9.095115, 31.000302], [13.012615, 8.444282, 29.975483], [10.021649, 8.541110, 29.195765], [10.654050, 7.181753, 30.192875], [1.323421, 6.723863, 28.327579], [3.270562, 6.676110, 27.907190], [3.568011, 5.281180, 27.465122], [3.166070, 4.073731, 28.956056], [3.775776, 6.891918, 28.843654], [3.394763, 7.453700, 27.159214], [4.628240, 5.191417, 27.212826], [2.989854, 4.942637, 26.609996], [10.708303, 1.112467, 29.189374], [11.012545, 2.096912, 30.295660], [11.907348, 3.276658, 29.920202], [11.248648, 4.427170, 30.457444], [9.973288, 4.097359, 30.743846], [9.098000, 4.858142, 31.049541], [9.798299, 2.786696, 30.617701], [10.504256, 1.696718, 28.282388], [9.805181, 0.525489, 29.338877], [11.570660, 0.498888, 28.933332], [11.358317, 1.520867, 31.157354], [12.046538, 3.343535, 28.841249], [12.867212, 3.147250, 30.416082], [6.999435, 9.433505, 25.464346], [7.907553, 9.927953, 26.556017], [9.441833, 9.905553, 26.234193], [9.870232, 11.214561, 26.550376], [8.825813, 12.012020, 26.737455], [8.954562, 13.196464, 26.890640], [7.689790, 11.337890, 26.743685], [7.284290, 9.836469, 24.493100], [5.961007, 9.636121, 25.724689], [7.072346, 8.346682, 25.362508], [7.733737, 9.384538, 27.489082], [9.572735, 9.754528, 25.162966], [9.887021, 9.164239, 26.886491], [0.199143, 8.452846, 32.145734], [0.882897, 7.092697, 32.116225], [1.074346, 6.367402, 30.786135], [2.505616, 6.256204, 30.712611], [3.074341, 6.639290, 31.869601], [4.254997, 6.572360, 32.047986], [2.182723, 7.188158, 32.694357], [0.687294, 9.131848, 31.435489], [0.300987, 8.928630, 33.118191], [-0.843918, 8.441019, 31.834580], [0.267386, 6.446221, 32.748104], [0.756309, 6.977271, 29.938074], [0.544668, 5.419017, 30.749464], [5.291056, 10.526706, 30.246833], [3.935871, 10.066529, 29.751184], [3.043121, 9.245230, 30.661139], [1.786345, 9.854268, 30.499449], [1.917938, 11.107676, 29.969867], [1.072718, 11.916104, 30.003823], [3.171500, 11.239864, 29.450286], [5.944433, 9.708857, 30.565350], [5.152765, 11.140022, 31.140481], [5.810326, 11.110042, 29.489621], [4.094028, 9.625151, 28.755652], [3.354844, 9.237394, 31.709603], [3.054069, 8.212923, 30.307124], [8.697578, 4.402284, 26.756075], [8.005017, 3.149658, 27.224114], [7.172260, 3.238024, 28.486261], [6.034965, 2.477875, 28.162611], [5.916826, 2.378554, 26.785660], [4.938778, 1.953370, 26.283151], [6.981771, 2.934508, 26.205588], [9.191611, 4.261282, 25.795628], [9.486157, 4.773431, 27.411861], [7.984909, 5.224570, 26.684410], [8.635137, 2.262004, 27.294112], [6.873110, 4.286057, 28.620032], [7.768241, 2.892087, 29.328686]], "forces_ev_per_a": [[0.1, -0.3, -0.5], [1.5, 0.6, -0.3], [-0.5, 0.0, 0.6], [-0.6, -0.2, -0.1], [-0.4, 0.4, 0.4], [0.1, -0.6, 0.4], [-0.2, 0.8, 0.3], [1.0, -0.1, -0.2], [-0.3, 0.1, 0.3], [-0.1, 0.3, -0.1], [-0.1, -0.3, -0.4], [-0.2, -0.1, 0.0], [-0.1, -0.2, -0.2], [0.8, 0.2, -3.8], [-1.0, -0.2, -0.4], [-0.4, -1.0, 0.1], [0.4, -0.2, -0.9], [0.3, 0.3, 0.2], [0.1, 0.2, 0.0], [0.0, 0.1, 0.3], [-0.1, 0.0, 0.1], [0.0, 0.9, -1.2], [-0.3, -0.5, -0.3], [0.9, -0.9, 0.4], [-0.6, 0.2, 0.0], [0.7, -0.4, -0.2], [0.0, 0.5, 0.3], [-0.9, -0.2, 0.4], [0.1, 0.0, 0.0], [0.2, -0.2, 0.5], [-0.1, -0.2, 0.3], [-0.1, 0.5, 0.3], [-0.1, 0.4, 0.0], [0.1, 0.4, -0.2], [0.1, -0.7, 0.0], [1.0, 0.3, -0.4], [-1.7, -0.1, -0.1], [0.9, -0.8, -0.1], [0.9, 2.2, 0.3], [-0.6, -0.9, 0.0], [-1.3, -0.5, 0.3], [-0.3, 0.3, 0.1], [0.0, 0.3, -0.2], [0.2, 0.0, 0.1], [-0.2, 0.3, 0.1], [0.4, -0.4, 0.1], [0.7, 0.0, -0.3], [0.1, 0.3, -0.4], [-1.5, 1.1, 0.7], [1.7, -1.0, 3.3], [-1.3, -1.0, 0.4], [0.8, 0.5, 0.8], [-0.4, -0.1, 0.2], [0.3, -0.5, -0.5], [-0.5, -0.6, 0.6], [-0.2, -0.3, 0.2], [-0.1, -0.4, 0.3], [0.1, -0.4, 0.0], [-0.9, 1.2, 0.3], [0.2, -0.3, -0.4], [0.0, -0.1, 0.9], [1.2, 0.7, -1.4], [1.0, -0.1, -0.3], [0.4, 0.0, -0.6], [1.2, 0.5, -0.4], [-0.5, 0.3, -0.2], [-1.1, 0.1, 0.8], [-0.2, -0.2, -0.3], [0.0, 0.2, -0.1], [-0.1, 0.0, 0.0], [-0.2, -0.5, 0.3], [0.0, 0.3, 0.0], [-0.3, 0.5, -0.1], [0.7, 0.4, 0.2], [-0.1, 0.5, -0.8], [0.8, 1.1, -0.4], [-0.4, -0.6, 0.1], [0.2, 0.7, 1.1], [-0.4, -0.2, -0.6], [0.0, -0.8, 0.2], [-0.2, -0.2, -0.1], [0.0, -0.3, 0.4], [0.1, -0.3, -0.1], [0.1, 0.0, -0.4], [0.1, -0.4, 0.3], [-0.6, -0.3, 0.2]]}

[3]
{"formula": "C18H23N3O5", "method": "wB97M-V/def2-TZVPD", "total_charge": 0, "orbital_gap_ev": 7.057, "lumo_ha": -0.039, "e_homo_ev": -8.11, "relative_energy_kcal_mol": 402.67, "species": ["C", "H", "C", "H", "H", "C", "C", "C", "H", "H", "H", "H", "H", "C", "H", "H", "O", "C", "O", "C", "C", "N", "C", "O", "N", "H", "C", "C", "C", "C", "C", "C", "C", "H", "H", "H", "N", "O", "O", "H", "H", "H", "C", "H", "H", "H", "H", "H", "H"], "xyz": [[-1.441311, -2.004817, 2.837479], [-2.415367, -1.898298, 3.167326], [-0.717198, -0.591509, 2.879585], [-1.308047, 0.178858, 2.525369], [-0.602377, -0.180931, 4.201286], [0.705103, -0.556888, 2.621732], [1.674182, -0.749154, 3.785343], [1.922863, -2.060105, 4.247778], [1.985989, -2.874589, 3.518553], [0.874837, -2.177796, 4.846698], [2.692697, -2.357240, 4.849528], [1.816955, -0.022617, 4.349860], [2.848531, -0.364829, 3.248695], [0.945628, 0.706304, 1.727677], [2.117982, 0.917109, 1.437971], [0.684679, 1.542021, 2.559595], [0.002830, 0.964696, 0.771513], [0.035270, 1.995443, 0.075858], [0.831147, 2.966274, 0.173452], [-0.890008, 1.871809, -1.144772], [-0.927909, 3.032808, -1.959124], [-1.959084, 2.678442, -3.001071], [-2.778725, 1.704311, -3.292133], [-3.709171, 1.674374, -4.060367], [-2.349269, 0.791453, -2.491264], [-3.216774, 0.045368, -2.550515], [-1.513234, 0.770557, -1.311846], [-0.393989, -0.390474, -2.150529], [-0.014526, -1.419703, -1.133205], [0.971293, -2.153639, -1.725055], [1.611884, -2.044045, -3.121428], [1.156630, -0.921895, -3.784783], [0.033394, -0.152972, -3.339905], [-0.325218, 0.750052, -3.804060], [1.402392, -0.798031, -4.735348], [2.312479, -2.782732, -3.558067], [1.738057, -3.132102, -0.959426], [2.157618, -4.109622, -1.372518], [1.224738, -3.307946, 0.231604], [-0.319838, -1.713145, -0.226162], [-2.042647, 0.249556, -0.468280], [-2.200416, 3.445529, -3.551239], [-0.415466, 4.334447, -1.760040], [0.082894, 4.674944, -2.642644], [0.386074, 4.341321, -1.008315], [-1.271569, 5.260100, -1.785570], [0.796838, -1.262047, 1.814564], [-0.892992, -2.620731, 3.366443], [-1.307850, -2.247918, 1.699756]], "forces_ev_per_a": [[1.1, 4.8, -5.4], [-2.0, -0.1, 0.4], [-1.4, -1.2, 7.6], [-1.0, 1.4, -1.2], [-1.2, -1.2, -3.3], [1.0, 0.4, -3.8], [4.8, -1.7, -9.9], [-5.4, -3.3, 1.1], [-0.6, 0.5, -0.5], [2.3, -1.0, -0.8], [2.1, 0.5, 2.2], [-0.5, 6.4, 6.0], [-2.7, -1.1, 0.6], [3.6, 3.7, 5.9], [-3.2, -0.7, 0.2], [1.2, -1.1, -1.7], [-0.8, -4.4, 0.9], [1.6, 5.5, -4.6], [-1.5, -2.9, 1.1], [6.8, 12.4, 3.1], [-4.7, -7.6, 0.5], [3.7, 8.2, -0.9], [0.3, 0.2, 1.4], [-0.4, 0.1, -0.8], [-7.1, -8.1, 1.4], [3.3, 1.6, 0.7], [-3.4, -10.7, -5.4], [-3.3, -0.6, 10.0], [2.8, 1.4, -7.8], [3.8, 0.0, -3.1], [-2.4, 1.7, 2.5], [-2.0, -2.0, 2.4], [2.8, 0.3, -1.7], [0.1, 0.0, -0.6], [1.6, 0.8, -4.1], [-0.5, 0.7, 0.8], [-7.7, -0.7, 6.9], [4.8, -3.8, -4.9], [1.4, 2.8, -0.5], [-1.5, -0.1, 3.2], [0.8, 0.5, -0.7], [-0.1, 1.9, -1.0], [-0.9, 4.3, -0.9], [0.6, 0.0, -1.1], [-1.1, 0.3, 0.1], [2.0, -2.8, 0.8], [1.0, -1.6, 0.1], [2.5, -3.5, 2.6], [-0.8, -0.2, 2.0]]}

Number 1 is which compound? C23H15CdN2O